Here is C28H52OP2Zr as an isolated structure from OMol25. Energies are from wB97M-V/def2-TZVPD.

Last column: Löwdin charge in e.
Element x y z (Å)
Zr  -0.944915  0.626868  0.212207  1.53
C  -0.119024  0.856215  2.998288  -0.20
C  0.743816  1.061051  1.839607  -0.35
C  -0.793181  2.840301  2.041447  -0.19
C  -0.962646  1.975368  3.143914  -0.21
C  0.301256  2.338775  1.226746  -0.40
C  0.146049  -0.162464  4.043066  -0.01
H  1.189299  -0.154151  4.404312  0.11
H  -0.061122  -1.132224  3.586988  0.08
H  -0.491998  -0.039086  4.927324  0.09
C  -1.796500  2.315296  4.314518  -0.01
H  -1.599407  1.625175  5.132258  0.08
H  -2.866421  2.285086  4.069961  0.10
H  -1.562830  3.320842  4.676515  0.10
C  -1.180994  4.282206  2.065860  0.00
H  -1.029283  4.719151  3.067578  0.11
H  -2.259980  4.402740  1.868245  0.11
H  -0.643927  4.937339  1.363529  0.08
C  1.128625  3.304259  0.435648  -0.07
H  1.356259  4.204793  1.026660  0.11
H  0.544933  3.691410  -0.415329  0.01
H  2.079668  2.885067  0.081984  0.09
C  2.154418  0.562766  1.876105  -0.04
H  2.562542  0.704398  2.886397  0.10
H  2.792194  1.086788  1.154539  0.09
H  2.259245  -0.518583  1.700127  0.07
C  2.539924  -3.419422  -0.129768  -0.11
C  3.818581  -3.361968  0.244295  -0.10
C  4.985361  -2.791384  -0.539149  -0.17
C  4.809547  -2.805202  -2.084229  -0.18
C  4.277783  -1.503793  -2.628402  -0.09
C  3.469057  -0.670597  -1.942750  -0.12
C  2.254381  -1.102489  -1.174101  -0.23
C  1.941666  -2.611374  -1.266513  -0.21
H  5.886317  -3.392180  -0.280699  0.12
H  4.204927  -3.682375  -2.392495  0.12
H  5.223546  -1.770376  -0.167089  0.12
H  2.249634  -3.037599  -2.238163  0.11
H  1.799622  -3.922416  0.512032  0.10
H  4.086237  -3.722811  1.251114  0.11
H  0.849810  -2.760549  -1.236658  0.06
H  2.286665  -0.775255  -0.123568  0.07
H  3.582584  0.423376  -2.004178  0.10
H  1.373119  -0.551244  -1.599437  0.01
H  5.816212  -2.938575  -2.502267  0.12
H  4.711408  -1.210820  -3.596296  0.12
P  -1.031718  -1.049777  -2.306783  0.86
P  -0.953328  2.072377  -1.800254  0.77
C  -1.143342  0.105485  -3.795555  -0.40
C  -1.698204  1.452038  -3.379249  -0.40
H  -1.769392  -0.398570  -4.546923  0.10
H  -0.133187  0.144813  -4.226197  0.09
H  -1.483143  2.209683  -4.138149  0.10
H  -2.784166  1.403131  -3.227921  0.09
C  -1.417393  3.813055  -2.028614  -0.22
H  -0.925307  4.477914  -1.309128  0.05
H  -2.507646  3.918278  -1.932718  0.07
H  -1.103201  4.076001  -3.053787  0.08
C  0.826970  2.118510  -2.385040  -0.20
H  0.808605  2.046095  -3.477398  0.07
H  1.461297  1.300316  -2.003976  0.02
H  1.301706  3.062849  -2.084280  0.06
C  -2.797265  -1.591586  -2.302210  -0.25
H  -2.948907  -2.261951  -1.448485  0.03
H  -3.020556  -2.135598  -3.229538  0.07
H  -3.476498  -0.736904  -2.218126  0.05
C  -0.441805  -2.398716  -3.463677  -0.24
H  0.620151  -2.326959  -3.725453  0.06
H  -1.005125  -2.315059  -4.401426  0.06
H  -0.636288  -3.390389  -3.045611  0.06
C  -2.043439  -2.255205  1.732602  -0.02
C  -3.023415  -1.094874  1.892447  -0.66
C  -4.421996  -1.423951  1.376640  -0.02
C  -3.229954  -0.815709  3.380036  -0.02
O  -2.556771  0.054835  1.149673  -0.36
H  -2.307169  -3.060533  2.436072  0.11
H  -1.012980  -1.971318  1.968350  0.06
H  -2.062417  -2.658032  0.712891  0.07
H  -4.877293  -2.220641  1.983000  0.11
H  -5.047124  -0.530852  1.455056  0.10
H  -4.393654  -1.718662  0.326439  0.07
H  -2.303525  -0.550389  3.901777  0.06
H  -3.965444  -0.014465  3.548756  0.10
H  -3.609545  -1.747532  3.836591  0.11

Atoms 1-2, force components in eV/Å:
-0.890 -2.787 3.879
0.582 1.443 -0.154

Its LUMO energy is -7.34 eV. As for the HOMO energy: -13.2 eV. The HOMO-LUMO gap comes out at 5.823 eV. The spin multiplicity is 1. As for the charge: +2.



Here is a 3-piece molecular cluster, C9H18NSSi overall from OMol25. Energies are from wB97M-V/def2-TZVPD.

Last column: Löwdin spin population.
Element x y z (Å)
C  2.800297  -0.895602  1.593119  0.04
C  2.301511  0.291626  1.160717  0.31
C  3.400405  -1.644027  0.634497  0.43
C  2.515904  0.445016  -0.238759  0.31
C  -0.699445  -1.906010  -0.511785  0.00
C  -1.348985  0.244071  1.591982  0.01
C  -3.600474  -0.586178  -0.472154  0.00
C  -1.245302  0.981504  -1.654863  0.03
C  2.046788  1.642302  -0.877946  0.34
N  1.164427  2.499224  -0.312229  0.30
Si  -1.736797  -0.282048  -0.262395  0.00
S  3.465746  -0.778474  -0.851991  0.19
H  2.573752  -1.378626  2.608305  0.00
H  1.858663  1.144602  1.730210  0.01
H  3.868927  -2.695799  0.521294  0.01
H  -0.221658  -2.202712  0.538045  0.00
H  -1.395647  -2.747979  -0.826849  0.00
H  0.119127  -2.096725  -1.362893  0.00
H  -0.322412  0.187923  1.959279  0.00
H  -1.917188  1.049218  2.139732  0.00
H  -1.799277  -0.526270  2.254539  0.00
H  -3.995039  -1.403601  0.132765  0.00
H  -4.299175  0.172584  -0.186095  0.00
H  -4.077246  -0.966702  -1.428247  0.00
H  -1.890432  0.939552  -2.486705  0.00
H  -0.293698  1.032608  -2.124142  0.00
H  2.482132  2.020950  -1.821999  0.01
H  0.482323  1.912830  0.288606  0.01
H  -1.030711  2.415304  -0.751257  0.00
H  0.793481  3.131429  -0.982792  0.01

Atoms 1-2, force components in eV/Å:
-1.322 -2.076 3.929
-0.832 1.045 1.528

As for the expectation value of S²: 2.0274. Its LUMO energy (spin up / spin down) is -3.27 / -7.64 eV. As for the HOMO energy (spin up / spin down): -11.1 / -13.0 eV. The HOMO-LUMO gap (spin up / spin down) comes out at 7.836 / 5.403 eV. The spin multiplicity is 3. As for the charge: +1.



Here is a single C5H7N molecule from OMol25. Energies are from wB97M-V/def2-TZVPD.

Last column: Löwdin charge in e.
Element x y z (Å)
H  0.544348  -2.478690  -0.882341  0.05
N  1.243389  -1.732217  -0.844573  0.14
C  0.643367  -0.678476  -0.493467  -0.37
C  1.117303  0.762992  -0.297825  -0.08
C  -0.325855  1.107313  0.094600  -0.21
C  -0.763006  0.254144  1.238045  -0.08
C  -0.772408  -0.328144  -0.153381  -0.16
H  1.422258  1.207943  -1.251107  0.12
H  1.895247  0.945247  0.451218  0.11
H  -0.861407  2.003417  -0.196081  0.13
H  -1.744062  0.465822  1.652876  0.11
H  -0.037071  -0.115868  1.961223  0.11
H  -1.672280  -0.707848  -0.628184  0.13

Atoms 1-2, force components in eV/Å:
0.212 -0.115 -0.131
-0.310 0.276 0.084

Its LUMO energy is 1.11 eV. As for the HOMO energy: -9.8 eV. The HOMO-LUMO gap comes out at 10.888 eV. Its SMILES is [H]/N=C1/C[C@@H]2C[C@H]12. The spin multiplicity is 1. As for the charge: 0.



Here is a single C5H12N2O molecule from OMol25. Energies are from wB97M-V/def2-TZVPD.

Last column: Löwdin charge in e.
Element x y z (Å)
C  2.469233  -0.931620  0.888548  -0.15
C  0.967970  -1.141555  1.225300  -0.27
C  0.132430  -1.550253  -0.041404  -0.15
C  -0.773856  -0.638666  -0.701741  -0.60
O  -1.673225  -1.121518  -1.386581  0.02
N  -0.555205  0.648221  -0.509492  0.09
C  -1.513063  1.731048  -1.222871  -0.23
N  -2.177188  2.649537  -0.453206  0.03
H  2.784376  0.199612  0.795656  0.10
H  2.923571  -1.142827  1.834937  0.04
H  2.662079  -1.613481  0.015178  0.08
H  0.647214  -0.337337  1.914897  0.10
H  1.163012  -2.189869  1.882704  0.15
H  -0.413950  -2.580870  0.201136  0.16
H  0.867268  -2.083263  -0.652140  0.10
H  0.121476  0.981433  0.200276  0.13
H  -0.726573  2.048268  -2.032791  0.16
H  -2.214597  1.073025  -1.759964  0.10
H  -1.828449  3.565941  -0.442717  0.06
H  -2.862524  2.434174  0.244275  0.09

Atoms 1-2, force components in eV/Å:
-0.632 2.360 -0.255
1.404 -2.942 0.908

Its LUMO energy is 0.86 eV. As for the HOMO energy: -9.0 eV. The HOMO-LUMO gap comes out at 9.843 eV. Its SMILES is CCCC(=O)NCN. The spin multiplicity is 1. As for the charge: 0.



Here is a 5-piece molecular cluster, C3H15NO6 overall from OMol25. Energies are from wB97M-V/def2-TZVPD.

Last column: Löwdin charge in e.
Element x y z (Å)
O  3.242386  -0.288546  -0.491456  0.04
C  2.389351  -0.997352  -0.024963  -0.26
C  1.584295  -0.758931  1.234661  -0.17
N  0.171335  -0.640517  0.800299  -0.05
C  -0.912686  -0.662155  1.823484  -0.26
O  -0.892220  0.271738  2.900237  -0.06
H  2.370499  -2.045802  -0.473367  0.14
H  1.783845  0.341041  1.570466  0.12
H  1.831269  -1.444949  2.050618  0.13
H  -0.037794  0.060779  0.119206  0.07
H  -1.778507  -0.213909  1.310049  0.11
H  -1.025015  -1.717948  2.141954  0.13
H  -0.390207  -0.024661  3.664907  0.08
O  -1.435906  -0.488700  -3.224517  -0.08
H  -0.709225  -0.922172  -3.670728  0.02
H  -1.093668  0.257336  -2.707551  -0.03
O  -0.207321  1.567460  -2.023211  -0.05
H  -0.469044  2.255907  -1.402407  0.06
H  0.739936  1.676985  -2.164820  0.06
O  1.274226  2.196221  0.204114  -0.07
H  1.545564  3.061345  -0.120042  0.05
H  2.104698  1.880587  0.639164  0.05
O  -3.527505  -1.350024  -0.458498  -0.06
H  -2.601544  -1.092452  -0.497302  0.00
H  -3.956771  -0.921290  -1.200297  0.03

Atoms 1-2, force components in eV/Å:
-0.487 0.965 0.236
1.579 -2.334 0.058

Its LUMO energy is 0.19 eV. As for the HOMO energy: -9.3 eV. The HOMO-LUMO gap comes out at 9.495 eV. Its SMILES is O=CCNCO.O.O.O.O. The spin multiplicity is 1. As for the charge: 0.



Here is a 2-piece molecular cluster, C4H11NO overall from OMol25. Energies are from wB97M-V/def2-TZVPD.

Last column: Löwdin charge in e.
Element x y z (Å)
C  1.873942  0.832147  3.348156  -0.04
C  0.751647  0.181807  3.160372  -0.31
O  0.138057  -0.608543  4.052910  0.03
H  1.895935  1.899638  3.014316  0.07
H  2.709261  0.255113  3.351252  0.02
H  0.185440  0.267710  2.123872  0.14
H  -0.778885  -0.753457  4.173482  0.09
C  -1.837575  0.089867  -2.301859  -0.11
C  -0.441168  0.368073  -3.179223  -0.29
N  -0.231272  -0.800832  -4.272024  -0.07
H  -1.825231  0.603332  -1.398276  0.00
H  -2.691947  0.357027  -3.084520  0.10
H  -1.728921  -1.025852  -1.936007  0.08
H  -0.518424  1.428601  -3.642188  0.09
H  0.519342  0.521460  -2.580932  0.08
H  0.279520  -1.559058  -3.711676  0.07
H  0.387290  -0.351718  -4.993103  0.05

Atoms 1-2, force components in eV/Å:
-0.148 2.730 -0.731
-5.225 0.352 -2.460

Its LUMO energy is 0.51 eV. As for the HOMO energy: -8.0 eV. The HOMO-LUMO gap comes out at 8.552 eV. Its SMILES is C=CO.CCN. The spin multiplicity is 1. As for the charge: 0.



Table of electronic energy (eV), in record order: -51769.05358, -29814.86927, -6786.59018, -10405.51771, -17127.74560, -7858.96801
Table of relative energy (zero: lowest compared OMol25 entry of this formula, charge and spin) (kcal per mole), in record order: 0.0, 25.8, 44.3, 67.0, 72.8, 128.8